(1)
# C16H35NOP2SiTc

C16H35NOP2SiTc as an isolated structure at a distorted geometry (the ωB97M-V functional and the def2-TZVPD basis, OMol25).

Structure (XYZ):
```
57
C16H35NOP2SiTc (the ωB97M-V functional and the def2-TZVPD basis)
Tc 0.020 0.210 -0.421
Si -0.273 2.334 -1.786
P -0.249 -1.430 -2.194
P 0.312 1.707 1.364
H -0.171 0.542 -1.944
C 0.016 -3.152 -1.800
H -0.095 -3.735 -2.719
H -0.730 -3.450 -1.061
H 1.022 -3.263 -1.389
C 0.697 -1.131 -3.731
H 0.359 -1.844 -4.492
H 1.764 -1.284 -3.532
H 0.551 -0.107 -4.094
C -1.995 -1.247 -2.742
H -2.152 -1.902 -3.606
H -2.208 -0.206 -3.018
H -2.658 -1.542 -1.920
C 0.662 1.020 3.025
H 0.697 1.845 3.753
H 1.624 0.493 3.005
H -0.124 0.318 3.323
C 1.567 3.032 1.350
H 1.482 3.596 2.290
H 1.411 3.703 0.499
H 2.563 2.576 1.291
C -1.251 2.597 1.757
H -1.066 3.279 2.598
H -2.028 1.873 2.035
H -1.591 3.170 0.887
C 1.390 2.844 -2.520
H 1.932 1.999 -2.957
H 2.017 3.307 -1.752
H 1.219 3.581 -3.316
H -1.124 2.297 -3.011
H -0.870 3.438 -1.014
C 3.644 -1.048 0.884
O 2.925 -0.922 1.864
C 3.829 -2.396 0.227
H 4.465 -2.360 -0.656
H 2.853 -2.808 -0.052
H 4.289 -3.056 0.977
C 4.401 0.124 0.301
H 4.857 0.672 1.134
H 3.714 0.790 -0.244
H 5.189 -0.189 -0.389
N -1.353 -0.575 0.497
C -2.423 -0.967 1.204
C -3.738 -0.635 0.723
C -4.853 -0.848 1.506
C -4.736 -1.423 2.772
C -3.474 -1.796 3.263
C -2.332 -1.615 2.489
H -3.794 -0.155 -0.263
H -5.831 -0.543 1.118
H -5.625 -1.574 3.389
H -3.386 -2.226 4.258
H -1.344 -1.919 2.836
```

Values from the calculation:
Max |F|, hartree/bohr: 0.03118
Molecular weight, u: 445.50
HOMO-LUMO gap (spin up / spin down), eV: 6.37 / 7.20
Multiplicity: 4
Total energy, Eh: -1813.540737
HOMO level (spin up / spin down), eV: -5.81 / -7.08
LUMO level (spin up / spin down), eV: 0.556 / 0.121

***

(2)
# C16H36AlN4O24S

C16H36AlN4O24S as an isolated structure at a distorted geometry (the ωB97M-V functional and the def2-TZVPD basis, OMol25).

Structure (XYZ):
```
82
C16H36AlN4O24S (the ωB97M-V functional and the def2-TZVPD basis)
Al -1.701 -0.976 -2.559
S -0.181 -0.148 0.222
O -0.718 0.942 -0.643
O 0.302 0.152 1.542
O -1.335 -1.100 0.246
O 0.798 -0.771 -0.667
C 0.295 -3.771 0.892
O -0.121 -4.839 0.072
C -0.458 -4.596 -1.207
O -0.548 -3.500 -1.706
O -0.914 -5.733 -1.697
C -1.351 -5.703 -3.052
H 0.855 -4.202 1.717
H -0.523 -3.162 1.285
H 0.935 -3.065 0.357
H -0.726 -5.131 -3.736
H -2.416 -5.584 -3.247
H -1.179 -6.705 -3.456
C -1.343 3.907 -2.136
O -2.692 3.899 -2.528
C -3.312 2.790 -2.937
O -2.869 1.735 -3.306
O -4.625 2.953 -2.839
C -5.265 4.081 -2.245
H -1.077 2.977 -1.630
H -0.985 4.706 -1.489
H -0.690 3.920 -3.013
H -5.072 4.164 -1.178
H -6.319 4.101 -2.501
H -4.852 4.971 -2.725
C 3.649 -1.397 -2.615
O 3.184 -2.404 -3.506
C 1.957 -2.537 -3.866
O 1.038 -1.831 -3.500
O 1.889 -3.522 -4.809
C 0.806 -3.451 -5.710
H 2.862 -1.108 -1.923
H 3.906 -0.553 -3.260
H 4.581 -1.607 -2.095
H 0.158 -4.331 -5.650
H 1.085 -3.347 -6.755
H 0.112 -2.667 -5.396
C -0.304 -0.184 4.250
O -1.009 -0.020 5.467
C -0.330 -0.111 6.627
O 0.781 -0.588 6.733
O -1.086 0.228 7.618
C -0.814 -0.108 8.967
H -1.098 -0.459 3.557
H 0.460 -0.958 4.186
H 0.083 0.771 3.909
H -0.377 -1.095 9.111
H -1.765 -0.187 9.491
H -0.207 0.649 9.457
C 2.128 2.027 -1.835
N 1.553 1.728 -3.185
O 2.275 1.887 -4.143
O 0.380 1.400 -3.268
H 1.328 2.521 -1.294
H 3.050 2.568 -2.016
H 2.343 1.043 -1.422
C 3.540 -0.083 1.574
N 5.021 -0.070 1.296
O 5.656 0.816 1.809
O 5.497 -0.891 0.528
H 3.156 -0.565 0.670
H 3.265 0.956 1.433
H 3.245 -0.755 2.372
C 1.378 2.788 2.932
N 2.238 3.331 1.883
O 1.762 3.713 0.833
O 3.414 3.474 2.167
H 0.411 2.537 2.505
H 1.212 3.473 3.760
H 1.899 1.888 3.249
C -3.421 2.083 0.723
N -4.183 0.836 0.485
O -4.024 0.255 -0.589
O -5.008 0.476 1.288
H -2.690 2.213 -0.077
H -2.809 1.925 1.608
H -4.088 2.929 0.591
```

Values from the calculation:
Max |F|, hartree/bohr: 0.05302
Molecular weight, u: 727.52
HOMO-LUMO gap, eV: 2.71
Total energy, Eh: -3295.787090
HOMO level, eV: -12.52
Charge: +1
LUMO level, eV: -9.803

***

(3)
# C16H36Cl30N3

A 16-piece molecular cluster, C16H36Cl30N3 overall at a distorted geometry (the ωB97M-V functional and the def2-TZVPD basis, OMol25).

Structure (XYZ):
```
85
C16H36Cl30N3 (the ωB97M-V functional and the def2-TZVPD basis)
N 1.392 4.720 -2.449
C 2.733 4.157 -2.786
N 3.680 5.151 -3.156
N 3.537 5.440 -4.561
H 0.737 4.025 -2.106
H 1.009 5.248 -3.219
H 3.114 3.649 -1.885
H 2.647 3.364 -3.576
H 2.778 6.105 -4.703
H 3.328 4.588 -5.092
C 0.871 6.026 0.101
Cl 1.911 6.801 1.312
Cl -0.346 7.151 -0.533
H 1.492 5.670 -0.727
H 0.363 5.194 0.570
C 0.972 1.454 0.757
Cl -0.337 1.644 -0.419
Cl 1.860 2.959 1.006
H 0.546 1.144 1.700
H 1.662 0.701 0.392
C 2.416 10.329 -0.565
Cl 3.619 10.811 0.639
Cl 1.349 11.677 -0.999
H 2.935 9.995 -1.454
H 1.814 9.527 -0.155
C 6.440 10.468 -2.060
Cl 7.131 9.666 -0.644
Cl 5.050 9.595 -2.710
H 6.121 11.464 -1.771
H 7.200 10.525 -2.831
C 2.655 -1.350 3.206
Cl 1.445 -0.111 3.569
Cl 4.108 -0.646 2.491
H 2.924 -1.851 4.128
H 2.228 -2.056 2.503
C 4.616 7.895 3.406
Cl 4.076 8.048 5.084
Cl 5.678 9.224 2.939
H 5.156 6.960 3.299
H 3.752 7.867 2.749
C 0.182 7.988 -4.846
Cl 0.440 6.353 -5.454
Cl 1.591 8.557 -3.943
H 0.021 8.654 -5.685
H -0.682 7.986 -4.191
C -3.332 -0.275 0.683
Cl -2.128 -0.265 1.971
Cl -4.258 -1.783 0.657
H -4.016 0.550 0.836
H -2.818 -0.170 -0.267
C -5.343 -5.000 2.013
Cl -6.314 -5.817 0.783
Cl -4.070 -6.052 2.648
H -4.885 -4.125 1.567
H -5.988 -4.710 2.834
C -2.473 -6.322 -0.719
Cl -3.197 -7.653 -1.636
Cl -0.809 -6.006 -1.212
H -3.060 -5.427 -0.895
H -2.485 -6.581 0.332
C -5.488 -10.417 -0.973
Cl -6.699 -10.592 0.305
Cl -4.330 -11.753 -0.966
H -5.995 -10.402 -1.930
H -4.949 -9.491 -0.814
C -5.725 -13.262 2.372
Cl -4.508 -13.306 3.657
Cl -6.730 -14.718 2.379
H -6.358 -12.398 2.523
H -5.220 -13.192 1.416
C 4.761 2.999 2.924
Cl 5.675 2.291 4.265
Cl 4.699 4.763 3.025
H 5.242 2.725 1.991
H 3.748 2.615 2.950
C -2.694 -16.839 3.218
Cl -3.462 -18.167 2.339
Cl -1.032 -16.569 2.676
H -3.265 -15.934 3.048
H -2.679 -17.083 4.273
C -3.225 -2.765 -3.215
Cl -2.023 -2.777 -1.922
Cl -4.148 -4.275 -3.262
H -3.913 -1.944 -3.045
H -2.715 -2.639 -4.162
```

Values from the calculation:
Max |F|, hartree/bohr: 0.02490
Molecular weight, u: 1334.08
HOMO-LUMO gap, eV: 3.01
Total energy, Eh: -14601.153980
HOMO level, eV: -1.79
Charge: -1
LUMO level, eV: 1.216

***

(4)
# C16H36F6KN5O12S6

C16H36F6KN5O12S6 as an isolated structure at a distorted geometry (the ωB97M-V functional and the def2-TZVPD basis, OMol25).

Structure (XYZ):
```
82
C16H36F6KN5O12S6 (the ωB97M-V functional and the def2-TZVPD basis)
K -1.741 -1.170 -1.449
C -5.026 1.816 2.885
C -5.026 2.935 1.961
C -6.162 4.025 2.108
N -6.058 5.276 1.212
C -6.124 4.613 -0.165
C -7.204 6.244 1.555
C -6.663 7.601 0.931
C -5.235 7.600 1.359
C -4.781 6.131 1.510
H -4.045 1.342 2.919
H -5.668 0.973 2.629
H -5.204 2.140 3.911
H -4.946 2.449 0.988
H -4.113 3.524 2.053
H -6.061 4.600 3.029
H -7.193 3.671 2.095
H -7.036 4.039 -0.333
H -5.151 4.245 -0.489
H -6.249 5.440 -0.863
H -8.192 5.898 1.250
H -7.333 6.269 2.637
H -6.915 7.695 -0.126
H -7.145 8.418 1.468
H -4.443 8.122 0.822
H -5.101 8.218 2.247
H -3.836 5.943 0.999
H -4.593 6.080 2.583
C 9.822 -5.028 1.702
C 8.314 -4.972 1.311
C 8.002 -3.845 0.294
N 6.513 -3.668 -0.183
C 5.897 -5.027 -0.569
C 6.451 -2.495 -1.273
C 5.685 -1.311 -0.654
C 4.736 -1.974 0.377
C 5.600 -3.132 0.995
H 10.592 -5.375 1.013
H 9.850 -5.733 2.532
H 10.352 -4.163 2.103
H 7.705 -4.992 2.214
H 8.128 -5.908 0.785
H 8.688 -3.726 -0.545
H 8.165 -2.921 0.849
H 6.492 -5.467 -1.369
H 4.836 -4.992 -0.816
H 6.039 -5.728 0.254
H 5.947 -2.915 -2.143
H 7.499 -2.252 -1.449
H 5.382 -0.598 -1.421
H 6.424 -0.634 -0.225
H 3.849 -2.140 -0.234
H 4.545 -1.290 1.204
H 4.962 -3.920 1.394
H 6.207 -2.779 1.829
N -3.156 -4.447 1.097
S -4.394 -5.253 1.213
O -4.987 -5.558 2.556
O -4.660 -6.143 0.125
F -5.447 -4.169 0.791
S -2.025 -5.433 1.776
O -0.663 -5.044 1.410
O -2.258 -6.856 1.834
F -2.189 -4.991 3.353
N -0.879 -2.614 -5.453
S 0.306 -2.683 -6.291
O 0.855 -1.424 -6.756
O 0.534 -3.923 -7.111
F 1.299 -3.171 -5.143
S -2.009 -2.381 -6.704
O -2.071 -3.303 -7.831
O -2.470 -1.004 -6.890
F -3.306 -3.010 -5.942
N 0.300 2.984 -0.287
S 1.277 3.593 0.714
O 0.876 4.895 1.241
O 2.692 3.183 0.391
F 0.855 2.591 1.922
S 0.642 4.116 -1.580
O 1.776 3.874 -2.450
O 0.209 5.500 -1.251
F -0.545 3.516 -2.436
```

Values from the calculation:
Max |F|, hartree/bohr: 0.24225
Molecular weight, u: 835.98
ΔE to the lowest compared entry with this formula, charge and spin, kcal per mole: 227.5
HOMO-LUMO gap, eV: 7.19
Total energy, Eh: -5395.762375
HOMO level, eV: -8.48
LUMO level, eV: -1.290

***

(5)
# C16H36N14O9

A 7-piece molecular cluster, C16H36N14O9 overall at a distorted geometry (the ωB97M-V functional and the def2-TZVPD basis, OMol25).

Structure (XYZ):
```
75
C16H36N14O9 (the ωB97M-V functional and the def2-TZVPD basis)
O 1.415 0.400 0.354
C 0.301 0.865 0.339
O -0.592 0.421 1.297
N -0.160 1.804 -0.629
C -0.178 3.209 -0.116
C -1.419 3.517 0.812
C -2.706 3.905 0.024
O -3.272 4.927 0.354
N -3.238 3.072 -1.039
C -4.446 2.388 -0.577
C -4.506 0.935 -0.680
C -5.707 0.268 -0.204
C -6.843 0.946 0.387
C -6.786 2.406 0.482
C -5.599 3.062 -0.015
H -1.473 0.611 0.908
H 0.563 1.798 -1.357
H -0.124 3.950 -0.954
H 0.771 3.354 0.460
H -1.122 4.412 1.423
H -1.598 2.706 1.572
H -2.545 2.313 -1.143
H -3.681 0.302 -1.099
H -5.768 -0.838 -0.296
H -7.735 0.397 0.768
H -7.617 2.985 0.928
H -5.573 4.176 0.048
N -2.371 2.116 -4.513
C -2.162 0.965 -3.822
N -1.440 0.023 -4.488
O -2.589 0.791 -2.689
H -2.026 2.272 -5.441
H -2.900 2.840 -4.055
H -1.262 -0.844 -4.013
H -1.086 0.156 -5.416
N 1.016 -2.058 1.314
C 0.852 -3.138 2.124
N 1.697 -4.177 1.863
O 0.016 -3.176 3.016
H 1.698 -2.018 0.582
H 0.417 -1.271 1.470
H 1.612 -4.993 2.437
H 2.387 -4.159 1.136
N 3.718 6.056 -0.266
C 3.279 4.789 -0.033
N 4.010 4.091 0.877
O 2.303 4.314 -0.597
H 4.517 6.454 0.191
H 3.207 6.607 -0.932
H 3.721 3.150 1.079
H 4.812 4.470 1.346
N 5.435 -6.795 2.921
C 4.237 -6.563 2.328
N 3.213 -7.318 2.820
O 4.089 -5.749 1.431
H 5.563 -7.464 3.660
H 6.224 -6.265 2.595
H 2.304 -7.186 2.413
H 3.327 -7.990 3.558
N 5.466 -9.532 1.575
C 5.676 -10.690 2.254
N 6.368 -11.640 1.563
O 5.276 -10.864 3.395
H 5.788 -9.373 0.639
H 4.958 -8.807 2.052
H 6.546 -12.512 2.028
H 6.701 -11.506 0.627
N -4.150 7.316 -2.927
C -2.876 7.719 -2.655
N -2.286 7.055 -1.624
O -2.314 8.601 -3.284
H -4.619 6.592 -2.414
H -4.629 7.776 -3.680
H -1.346 7.316 -1.385
H -2.743 6.328 -1.102
```

Values from the calculation:
SMILES string: O=C(O)NCCC(=O)Nc1ccccc1.NC(N)=O.NC(N)=O.NC(N)=O.NC(N)=O.NC(N)=O.NC(N)=O
Max |F|, hartree/bohr: 0.05573
Molecular weight, u: 568.55
HOMO-LUMO gap, eV: 8.77
Total energy, Eh: -2075.257273
HOMO level, eV: -8.42
LUMO level, eV: 0.346

***

(6)
# C16H37BF10N4O8PdS2

C16H37BF10N4O8PdS2 as an isolated structure at a distorted geometry (the ωB97M-V functional and the def2-TZVPD basis, OMol25).

Structure (XYZ):
```
79
C16H37BF10N4O8PdS2 (the ωB97M-V functional and the def2-TZVPD basis)
Pd -0.317 -0.200 0.411
B -1.065 -1.467 -2.963
F 0.300 -1.730 -3.280
F -1.633 -0.693 -3.963
F -1.794 -2.645 -2.809
F -1.082 -0.798 -1.688
C -1.212 -1.639 4.428
F -1.868 -0.711 5.084
F -0.939 -2.652 5.225
F -1.990 -2.116 3.444
S 0.366 -0.991 3.595
O 1.243 -0.647 4.691
O 0.817 -2.062 2.745
N -0.106 0.226 2.492
S -0.107 1.609 3.303
O -0.840 2.527 2.457
O -0.542 1.591 4.661
C 1.717 2.199 3.184
F 1.680 3.528 3.409
F 2.500 1.651 4.103
F 2.245 2.015 1.968
C -1.465 -3.409 0.680
O -1.666 -2.010 0.757
C -3.031 -1.661 0.651
C -3.216 -0.222 1.108
N -2.506 0.789 0.288
C -3.181 1.040 -1.044
C -4.379 1.954 -0.930
O -3.923 3.293 -0.832
C -4.767 4.222 -1.486
H -1.838 -3.877 -0.233
H -1.869 -3.835 1.604
H -0.408 -3.678 0.730
H -3.719 -2.363 1.140
H -3.363 -1.852 -0.383
H -2.948 -0.099 2.157
H -4.305 -0.070 1.115
H -2.719 1.644 0.806
H -3.449 0.022 -1.320
H -2.421 1.510 -1.659
H -5.010 1.655 -0.087
H -4.975 1.860 -1.842
H -4.961 3.879 -2.511
H -4.190 5.130 -1.648
H -5.699 4.352 -0.934
C 0.168 1.828 -2.950
C 1.206 1.430 -1.907
C 2.458 2.310 -1.990
O 3.045 2.471 -0.741
C 4.230 3.247 -0.638
N 0.610 1.553 -0.519
H 0.043 2.910 -2.815
H -0.802 1.366 -2.814
H 0.543 1.607 -3.947
H 1.446 0.390 -2.119
H 2.230 3.318 -2.383
H 3.185 1.884 -2.699
H 4.927 2.875 -1.397
H 4.638 3.204 0.363
H 3.922 4.259 -0.937
H 1.413 1.860 0.037
H 0.088 2.428 -0.611
C 3.431 -1.059 0.881
C 2.711 -1.347 -0.446
C 3.333 -2.603 -1.110
O 2.941 -3.763 -0.416
C 3.023 -4.962 -1.204
N 1.262 -1.607 -0.248
H 3.143 -1.780 1.642
H 3.169 -0.055 1.220
H 4.488 -1.082 0.619
H 2.967 -0.569 -1.169
H 4.417 -2.546 -1.250
H 2.935 -2.585 -2.136
H 3.821 -4.922 -1.943
H 2.025 -5.098 -1.626
H 3.226 -5.751 -0.479
H 0.971 -1.986 -1.153
H 1.422 -2.490 0.259
```

Values from the calculation:
Max |F|, hartree/bohr: 0.07851
Molecular weight, u: 784.84
HOMO-LUMO gap (spin up / spin down), eV: 9.72 / 9.26
Multiplicity: 3
Total energy, Eh: -3400.666472
HOMO level (spin up / spin down), eV: -9.22 / -10.23
LUMO level (spin up / spin down), eV: 0.499 / -0.965